[1]
Here is a molecular structure, C23H32Cl2CoF3N3OP from the Open Molecules 2025 dataset. Energies are from wB97M-V/def2-TZVPD.

Atoms and positions in Å:
Co  -0.611  -1.000  -0.684
C  -3.586  -2.422  2.817
C  -2.807  -2.774  1.586
C  -1.432  -2.881  1.599
C  -0.738  -3.244  0.447
C  -1.425  -3.469  -0.738
C  -2.808  -3.355  -0.772
C  -3.513  -3.029  0.385
H  -4.214  -1.532  2.733
H  -2.912  -2.303  3.655
H  -4.300  -3.210  3.018
H  -0.890  -2.619  2.470
H  0.333  -3.347  0.503
H  -0.880  -3.788  -1.627
H  -3.315  -3.488  -1.697
H  -4.594  -2.882  0.358
Cl  -1.323  2.013  -1.886
C  -1.905  1.039  -3.153
Cl  -2.403  -0.542  -2.496
H  -1.089  0.840  -3.840
H  -2.778  1.468  -3.664
F  7.378  -1.940  -5.722
C  7.121  -0.840  -5.008
F  7.147  0.207  -5.853
F  8.139  -0.682  -4.151
C  5.776  -0.913  -4.288
C  5.743  -0.898  -2.896
C  4.534  -0.950  -2.240
C  3.360  -1.023  -2.983
C  3.395  -1.056  -4.380
C  4.616  -0.986  -5.020
C  2.100  -1.072  -2.313
C  1.044  -1.071  -1.699
H  6.654  -0.840  -2.313
H  4.484  -0.966  -1.150
H  2.481  -1.141  -4.935
H  4.668  -0.984  -6.110
C  1.170  2.078  0.355
N  -0.095  2.481  0.970
C  -0.046  3.851  1.450
P  -1.063  1.379  1.711
O  -0.912  0.051  0.974
N  -2.654  1.794  1.695
C  -3.620  1.089  0.822
C  -3.229  2.874  2.497
N  -0.695  1.434  3.306
C  -1.532  0.611  4.168
C  0.667  1.533  3.818
H  2.005  2.206  1.055
H  1.396  2.679  -0.529
H  1.170  1.052  0.042
H  0.728  3.965  2.234
H  -1.009  4.145  1.836
H  0.236  4.516  0.629
H  -3.184  0.133  0.495
H  -3.870  1.664  -0.074
H  -4.513  0.891  1.404
H  -2.558  3.156  3.288
H  -4.142  2.531  2.957
H  -3.494  3.730  1.889
H  -2.546  0.566  3.763
H  -1.571  1.013  5.169
H  -1.135  -0.397  4.202
H  1.360  1.959  3.083
H  1.023  0.549  4.121
H  0.665  2.148  4.718

Calculated values
- Multiplicity: 4
- Expectation value of S²: 3.758
- Energy relative to the best compared isomer or geometry (same formula, charge and spin): 0.00 kJ/mol
- Frontier orbital gap (spin up / spin down): 8.8310 / 7.6695 eV
- Charge: +1
- HOMO level (spin up / spin down): -10.87 / -10.88 eV

=====

[2]
Here is a molecular structure, C23H32CuN2O4S from the Open Molecules 2025 dataset. Energies are from wB97M-V/def2-TZVPD.

Atoms and positions in Å:
Cu  0.174  1.276  0.188
C  3.067  1.481  -1.137
C  2.021  1.085  -2.186
O  0.707  1.578  -1.899
C  0.415  2.949  -2.205
C  0.789  3.867  -1.063
O  0.187  3.346  0.137
C  0.718  3.917  1.347
C  0.363  2.995  2.487
O  0.907  1.680  2.279
C  2.328  1.582  2.487
C  3.012  1.028  1.252
O  2.439  1.691  0.129
H  3.585  2.400  -1.413
H  3.811  0.685  -1.073
H  1.913  0.003  -2.222
H  2.340  1.434  -3.170
H  -0.659  2.984  -2.375
H  0.925  3.259  -3.118
H  0.407  4.869  -1.259
H  1.869  3.923  -0.921
H  0.287  4.906  1.510
H  1.800  4.015  1.244
H  -0.716  2.861  2.545
H  0.712  3.414  3.431
H  2.508  0.918  3.332
H  2.727  2.566  2.734
H  2.856  -0.049  1.159
H  4.083  1.229  1.318
C  -5.052  2.609  -0.413
C  -4.495  1.421  0.387
C  -3.036  1.353  0.322
N  -1.894  1.307  0.250
H  -6.137  2.593  -0.357
H  -4.761  2.546  -1.461
H  -4.699  3.554  -0.004
H  -4.887  0.477  0.007
H  -4.777  1.489  1.438
N  0.445  -0.634  0.280
S  -0.355  -1.672  -0.684
C  0.837  -2.908  -1.178
C  0.385  -3.925  -2.008
C  1.289  -4.884  -2.431
C  2.620  -4.814  -2.034
C  3.054  -3.784  -1.211
C  2.158  -2.814  -0.778
C  -1.439  -2.629  0.340
C  -2.804  -2.472  0.148
C  -3.677  -3.181  0.961
C  -3.177  -4.021  1.946
C  -1.805  -4.170  2.122
C  -0.921  -3.478  1.312
H  0.422  -0.934  1.253
H  -0.654  -3.976  -2.315
H  0.956  -5.688  -3.074
H  3.321  -5.567  -2.368
H  4.090  -3.735  -0.903
H  2.474  -2.003  -0.133
H  -3.176  -1.827  -0.640
H  -4.745  -3.088  0.816
H  -3.860  -4.577  2.575
H  -1.422  -4.841  2.880
H  0.149  -3.616  1.419

Calculated values
- Multiplicity: 2
- Expectation value of S²: 0.752
- Frontier orbital gap (spin up / spin down): 9.8295 / 7.6482 eV
- Charge: +2
- HOMO level (spin up / spin down): -14.43 / -14.43 eV

=====

no.,DFT total energy (eV),maximum force (eV Å⁻¹)
1,-110996.5985,1.4
2,-90999.5995,0.3